Record 1
The following is a DFT calculation (ωB97M-V with the def2-TZVPD basis set) of a molecular structure, C23H21ClCuN2O4S.

## Properties
**Charge**: -1
**Electronic energy**: -3798.5178 Eh
**HOMO**: -4.056 eV
**Kohn-Sham gap**: 5.317 eV

Geometry as XYZ:
```
53
Properties=species:S:1:pos:R:3:forces:R:3:lowdin_charge:R:1
Cu 0.15012 -0.01388 -0.25678 0.40 -0.14 0.06 0.4019
Cl 5.76886 4.47597 0.32849 -0.06 -0.07 -0.03 0.5745
C 4.54163 3.29009 -0.09744 0.09 -0.01 0.00 -0.6856
C 4.94032 1.98894 -0.47244 0.03 0.04 0.03 -0.1177
C 4.00955 1.05493 -0.81683 -0.07 0.03 -0.03 0.0015
C 2.60003 1.35350 -0.84063 0.12 0.05 -0.03 -0.3580
O 1.78006 0.47406 -1.23427 0.05 0.04 -0.10 -0.0757
C 2.23126 2.67224 -0.40182 0.05 -0.05 0.05 -0.1373
C 0.85512 3.05745 -0.24455 0.04 -0.06 -0.05 -0.2310
O -0.13010 2.39122 -0.53948 -0.13 0.37 -0.05 -0.0345
C 3.22120 3.61305 -0.04485 -0.08 0.00 0.01 -0.0992
H 5.99520 1.73993 -0.46515 -0.03 0.00 -0.01 0.0959
H 4.28696 0.03937 -1.07162 0.01 0.04 0.00 0.1152
H 0.70302 4.05517 0.22154 0.05 0.03 -0.03 0.1151
H 2.91452 4.60558 0.26885 0.00 -0.02 0.02 0.1026
N -6.69048 0.06328 -0.91702 -0.07 0.14 0.08 0.0687
C -6.02324 -0.42556 0.14507 -0.03 -0.16 0.10 -0.8164
S -6.84073 -1.20303 1.35258 0.15 0.03 -0.10 0.6483
C -4.54109 -0.23418 0.12818 -0.06 0.06 -0.05 -0.2310
C -3.88212 0.38004 -0.93299 0.02 0.04 -0.10 -0.0075
C -2.51526 0.59044 -0.86656 -0.10 0.16 0.05 -0.0930
N -1.77318 0.20661 0.17555 -0.48 -0.15 -0.08 0.0155
C -2.39743 -0.41694 1.17913 0.11 -0.06 0.04 -0.0774
C -3.76116 -0.64647 1.19830 0.00 -0.02 0.18 -0.0262
H -7.69471 0.02528 -0.86449 0.01 0.00 -0.05 0.0870
H -6.27506 0.74908 -1.52208 0.01 -0.05 -0.05 0.0850
H -4.39904 0.70378 -1.82595 0.06 0.01 -0.03 0.1002
H -1.98634 1.11477 -1.65306 -0.02 -0.03 0.03 0.1142
H -1.76232 -0.74581 1.99164 0.00 -0.04 -0.04 0.1218
H -4.22759 -1.14064 2.03902 0.04 0.02 0.01 0.0817
C 0.66737 -8.38693 0.67152 -0.01 0.08 0.01 -0.0668
C 0.83013 -6.88644 0.66143 0.02 -0.06 0.02 -0.2861
C 1.65294 -6.24378 1.57328 0.02 0.01 0.02 -0.0278
C 1.82772 -4.86043 1.56138 -0.02 -0.03 0.03 -0.2012
C 2.76131 -4.23961 2.57247 -0.05 -0.01 -0.09 -0.0490
C 1.13699 -4.09046 0.61957 0.09 -0.06 0.09 -0.0461
C 0.28142 -4.72139 -0.29597 -0.02 0.04 -0.05 -0.1956
C -0.49404 -3.94603 -1.33453 0.05 -0.04 0.03 -0.0443
C 0.15376 -6.10633 -0.26690 -0.02 0.02 -0.01 -0.0294
C 1.36095 -2.58179 0.55789 -0.05 -0.11 -0.41 -0.6120
O 2.51690 -2.16408 0.56745 -0.02 0.01 0.19 0.0334
O 0.28630 -1.90301 0.44083 -0.09 -0.10 0.35 -0.0903
H 1.35502 -8.85082 1.37992 -0.01 0.00 -0.01 0.0655
H 0.86239 -8.80944 -0.31678 0.00 0.00 0.02 0.0720
H -0.34924 -8.67298 0.95393 0.02 0.00 0.00 0.0733
H 2.18865 -6.83235 2.31338 -0.01 0.00 -0.01 0.1041
H 3.02227 -4.96993 3.34136 -0.01 0.02 -0.01 0.0657
H 2.31212 -3.36752 3.04838 0.00 -0.01 0.00 0.0824
H 3.66904 -3.88379 2.08672 0.00 0.01 0.00 0.0791
H 0.15679 -3.27406 -1.89637 -0.01 0.00 0.01 0.0871
H -1.24755 -3.31638 -0.86295 0.00 -0.01 0.00 0.0725
H -0.98018 -4.63290 -2.03061 0.03 0.01 0.00 0.0667
H -0.49647 -6.58910 -0.99217 0.02 0.02 0.01 0.1085
```
Positions in Å, forces in eV/Å.

Record 2
The following is a DFT calculation (ωB97M-V with the def2-TZVPD basis set) of 3 unconnected molecules or ions with the total composition C15H36F5O11P3S at a distorted geometry.

## Properties
**Charge**: 0
**Electronic energy**: -3342.3810 Eh
**Structure (SMILES)**: O=S(=O)(O)CCCC[PH3]CCCC(F)(F)C(F)(F)F.COP(=O)(OC)OC.COP(=O)(OC)OC
**HOMO**: -8.002 eV
**Energy relative to the best compared isomer or geometry (same formula, charge and spin)**: 0.0000 eV
**Kohn-Sham gap**: 8.414 eV

Geometry as XYZ:
```
71
Properties=species:S:1:pos:R:3:forces:R:3:lowdin_charge:R:1
O 4.03616 -0.57948 3.38759 -0.23 -0.35 -0.03 -0.2661
S 4.74443 -0.30557 2.18094 0.35 0.44 0.64 0.5724
O 5.58356 0.85276 2.18146 0.08 0.03 -0.51 -0.2812
O 5.64404 -1.58129 1.86169 -0.31 -0.12 -0.01 -0.1464
C 3.61333 -0.25562 0.81861 -0.21 -0.02 -0.72 -0.2401
C 2.90071 1.10801 0.72072 -0.04 -0.28 1.11 -0.2029
C 1.43844 1.05017 1.21933 0.06 0.38 -0.49 -0.2931
C 0.40535 1.37799 0.14530 -0.16 -0.24 0.46 -0.3926
P -1.38792 1.00555 0.79139 0.31 -0.43 -0.16 0.8356
C -3.13830 0.59336 1.50802 0.05 0.43 0.08 -0.3666
C -3.17038 0.25531 3.00071 -0.60 -0.32 -0.19 -0.2416
C -3.43083 -1.21819 3.37718 0.40 0.62 0.22 -0.0857
C -2.73835 -2.26395 2.53092 -0.40 -0.67 0.66 -0.4227
F -1.51525 -1.86597 2.11393 -0.09 0.12 -0.15 0.1055
F -2.52239 -3.35317 3.33341 0.05 0.00 -0.07 0.0907
C -3.55040 -2.82533 1.30402 0.26 0.09 -0.46 -0.5227
F -3.64703 -4.15774 1.34163 -0.03 0.35 -0.03 0.1651
F -2.93520 -2.49334 0.15315 -0.23 -0.08 0.20 0.1360
F -4.79607 -2.32365 1.26037 0.25 -0.16 0.04 0.1471
H 5.68289 -1.74869 0.91061 0.12 -0.09 -0.03 0.0846
H 4.14932 -0.46798 -0.10709 0.27 0.01 0.10 0.1024
H 2.91866 -1.07982 0.97393 -0.01 -0.04 0.07 0.1054
H 2.98246 1.50338 -0.28662 -0.04 0.00 -0.07 0.1095
H 3.44189 1.77114 1.39448 0.13 0.30 -0.30 0.0983
H 1.29941 1.77191 2.02545 0.07 -0.10 0.18 0.1061
H 1.25460 0.06264 1.64984 -0.13 -0.01 0.04 0.0904
H 0.61497 0.78098 -0.74669 -0.15 0.10 -0.16 0.0641
H 0.44773 2.44151 -0.09954 0.14 0.01 -0.19 0.0620
H -1.50979 -0.03795 -0.16133 -0.09 0.06 -0.07 0.0081
H -0.81269 0.68351 2.06007 -0.09 0.16 0.10 0.0105
H -1.82003 2.30072 0.41368 -0.06 0.01 -0.02 0.0067
H -3.74239 1.49068 1.35509 0.03 0.06 -0.08 0.0600
H -3.60322 -0.16985 0.88500 0.02 -0.11 0.04 0.0488
H -3.99278 0.81524 3.44424 0.08 0.07 0.22 0.1042
H -2.26717 0.58522 3.52060 0.16 0.05 -0.20 0.0894
H -4.49512 -1.41800 3.45490 -0.06 -0.18 -0.29 0.1243
H -3.03464 -1.37065 4.38115 0.04 -0.12 0.03 0.1287
C 6.74213 -5.11676 -2.79838 0.23 0.14 -0.04 -0.0854
O 5.35027 -4.93370 -3.10871 -1.52 0.58 -1.03 -0.2424
P 4.30978 -5.27163 -1.95561 1.64 -2.83 2.86 0.3929
O 4.56653 -4.47599 -0.75188 -0.23 0.67 -0.19 -0.2303
O 4.71491 -6.82379 -1.71616 0.21 0.38 -0.10 -0.2349
C 5.03742 -7.71817 -2.77698 -0.06 -0.09 0.12 -0.1110
O 2.76827 -5.58214 -2.13175 0.01 1.23 -1.52 -0.2005
C 1.80246 -4.62987 -1.63502 -0.17 0.06 -0.11 -0.0784
H 7.24596 -4.17062 -2.97895 -0.03 0.02 0.02 0.0936
H 6.89348 -5.42092 -1.76589 -0.09 0.03 0.04 0.0929
H 7.14593 -5.87428 -3.46760 -0.06 -0.01 -0.02 0.0884
H 6.00191 -8.17736 -2.55952 -0.01 -0.02 0.02 0.0888
H 5.09978 -7.21226 -3.74010 -0.05 0.00 -0.01 0.0822
H 4.27700 -8.49666 -2.82620 -0.01 0.01 -0.02 0.0890
H 2.08633 -3.60551 -1.86378 0.06 0.00 0.02 0.0829
H 1.70978 -4.75478 -0.55959 0.07 0.01 0.02 0.0934
H 0.85730 -4.85623 -2.12051 0.04 -0.06 -0.02 0.0879
C -4.97496 4.40286 -2.35268 -0.03 -0.25 -0.13 -0.0859
O -3.94798 5.40510 -2.27657 1.46 1.08 -0.63 -0.2418
P -3.65668 6.02337 -0.84167 -3.43 -0.37 2.60 0.3936
O -3.28852 4.98587 0.12430 0.62 -0.14 -0.16 -0.2362
O -5.14017 6.60330 -0.52667 0.17 -0.35 -0.20 -0.2369
C -5.95460 7.23384 -1.51040 -0.04 0.06 0.14 -0.1126
O -2.93079 7.39561 -0.53371 1.06 -0.29 -1.60 -0.2017
C -1.62668 7.36690 0.08607 0.17 0.13 -0.07 -0.0793
H -4.53224 3.51209 -2.79117 0.03 0.00 0.03 0.0938
H -5.38508 4.16385 -1.37481 0.07 0.03 0.06 0.0920
H -5.76648 4.77093 -3.00316 0.03 0.06 0.00 0.0880
H -6.92810 6.74308 -1.51855 -0.01 0.02 0.02 0.0884
H -5.52216 7.16958 -2.50854 0.03 0.04 0.00 0.0822
H -6.08772 8.28107 -1.24107 0.02 0.01 -0.02 0.0886
H -0.98737 6.60066 -0.34499 -0.03 -0.05 0.00 0.0852
H -1.74975 7.18601 1.15035 -0.03 -0.06 -0.01 0.0923
H -1.17796 8.34269 -0.07823 -0.07 0.02 -0.03 0.0871
```
Positions in Å, forces in eV/Å.